A cluster of 2 separate species, C2H8NPS in total in a non-equilibrium geometry. Source: the Open Molecules 2025 dataset; level of theory: ωB97M-V with the def2-TZVPD basis set.

Geometry as XYZ:
```
13
Properties=species:S:1:pos:R:3:forces:R:3
C 0.44542 0.31710 -1.28324 -0.740 -1.536 -0.917
C 1.28170 -1.38344 0.14963 0.244 -1.895 -1.215
N 1.00250 -0.04098 -0.05232 -0.077 0.855 0.319
P -2.90135 1.88996 1.17598 0.266 -0.742 0.105
S -1.08468 0.71054 1.46387 -1.156 0.498 0.183
H 1.22714 0.04722 -2.01835 -0.483 -0.021 -0.370
H -0.55647 -0.27069 -1.52490 1.855 1.332 0.267
H 0.38635 1.37966 -1.25729 -0.821 0.849 -0.555
H 1.08564 -1.50115 1.19566 -0.342 -1.098 0.682
H 0.81472 -2.21862 -0.58198 0.733 1.858 1.645
H 2.38148 -1.43874 0.09116 -0.035 -0.443 -0.162
H -3.96515 0.82957 1.17978 1.483 0.540 0.099
H -0.11730 1.67957 1.46199 -0.926 -0.198 -0.081
```
Positions in Å, forces in eV/Å.

The calculation puts the calculated total energy at -875.14577 Eh. For the HOMO energy (alpha / beta), the calculation gives -8.59 / -7.85 eV. For the orbital gap (alpha / beta), the calculation gives 7.67 / 7.87 eV. The molar mass is 109.13 g mol⁻¹. As for the lowest unoccupied orbital energy (alpha / beta): -0.92 / 0.01 eV. The calculation puts the energy above the lowest of the compared OMol25 structures with the same formula, charge and spin at 3.541 eV.

natural (NBO) population analysis, charges in e, atoms 1 to 5:
1 C -0.476
2 C -0.483
3 N -0.282
4 P 0.135
5 S -0.260